{
  "formula": "H5N3S2",
  "method": "the ωB97M-V functional and the def2-TZVPD basis",
  "symbols": ["N", "N", "N", "S", "S", "H", "H", "H", "H", "H"],
  "coordinates": [[0.249, 0.600, 0.688], [0.722, -2.274, -0.195], [-0.655, 1.774, 0.773], [-0.404, -1.389, -0.622], [-0.303, -0.391, -2.370], [1.188, 0.843, 0.391], [0.129, -0.016, 1.362], [-0.758, 2.089, -0.167], [1.426, -2.560, -0.757], [-1.594, 1.323, 0.898]],
  "forces_ev_per_a": [[-0.463, 4.028, -4.528], [-2.575, -0.094, 2.593], [-0.345, -2.051, 1.053], [-0.337, 1.994, -2.162], [-0.128, -1.358, 1.525], [-0.216, -0.037, 0.535], [-0.158, -2.778, 4.350], [0.296, 0.325, -1.126], [2.960, -0.549, -2.443], [0.967, 0.520, 0.204]],
  "nbo_charge": [-0.6509, -0.9858, -0.6355, 0.9441, -0.4834, 0.3825, 0.3596, 0.3529, 0.3725, 0.3441],
  "homo_energy_ha": [-0.31777, -0.31775],
  "largest_force_ha_per_bohr": 0.118,
  "total_charge": 0,
  "multiplicity": 1,
  "e_above_lowest_kcal_mol": 28.3,
  "lumo_energy_ev": [-0.726, -0.726]
}